Record 1
{
  "formula": "C33H39GeMnN7O5",
  "method": "ωB97M-V/def2-TZVPD",
  "s_squared": 0.785,
  "e_lumo_ha": [0.14217, 0.14217],
  "multiplicity": 2,
  "molar_mass_g_mol": 741.27,
  "charge": -2,
  "symbols": ["Mn", "O", "C", "O", "C", "C", "N", "N", "C", "C", "O", "O", "H", "H", "H", "N", "C", "C", "C", "C", "C", "C", "C", "C", "N", "C", "H", "H", "H", "H", "H", "H", "H", "H", "C", "C", "N", "C", "C", "C", "C", "C", "C", "C", "C", "N", "C", "N", "H", "H", "H", "H", "H", "H", "H", "H", "H", "C", "Ge", "C", "C", "C", "H", "H", "H", "H", "H", "H", "H", "H", "H", "H", "C", "C", "C", "C", "O", "H", "H", "H", "H", "H", "H", "H", "H", "H"],
  "positions_angstrom": [[-1.29, 0.58, -1.24], [-5.34, 2.84, 2.13], [-4.17, 3.37, 2.45], [-4.08, 4.34, 3.18], [-2.97, 2.73, 1.87], [-1.67, 3.12, 2.13], [-0.87, 2.31, 1.42], [-1.56, 1.41, 0.73], [-2.83, 1.65, 0.97], [-3.82, 0.78, 0.24], [-5.02, 0.85, 0.59], [-3.33, 0.03, -0.64], [-5.24, 2.05, 1.49], [-1.29, 3.89, 2.77], [0.14, 2.21, 1.40], [-0.69, -1.22, -0.13], [-1.41, -2.30, -0.62], [-1.81, -3.39, 0.10], [-2.54, -4.42, -0.53], [-2.85, -4.37, -1.86], [-2.48, -3.24, -2.63], [-2.77, -3.07, -4.00], [-2.41, -1.91, -4.62], [-1.79, -0.89, -3.88], [-1.50, -1.01, -2.61], [-1.79, -2.19, -1.99], [-0.51, -1.18, 0.86], [0.14, -0.94, -0.65], [-1.56, -3.47, 1.15], [-2.85, -5.28, 0.06], [-3.39, -5.18, -2.34], [-3.29, -3.86, -4.53], [-2.61, -1.75, -5.67], [-1.53, 0.05, -4.34], [3.91, 0.44, 2.05], [2.78, 0.70, 1.29], [1.55, 0.52, 1.78], [1.43, 0.07, 3.02], [2.51, -0.26, 3.88], [3.79, -0.03, 3.34], [2.20, -0.70, 5.21], [2.97, -1.26, 6.23], [4.24, -1.87, 6.29], [4.77, -2.29, 7.55], [5.99, -2.90, 7.58], [6.74, -3.14, 6.48], [6.16, -2.72, 5.35], [5.00, -2.13, 5.17], [4.89, 0.61, 1.62], [2.84, 1.05, 0.26], [0.41, -0.04, 3.39], [4.66, -0.24, 3.94], [1.17, -0.52, 5.48], [2.45, -1.30, 7.19], [4.21, -2.12, 8.46], [6.41, -3.23, 8.53], [6.73, -2.91, 4.44], [1.42, -0.30, -4.68], [1.75, 0.11, -2.75], [2.24, -1.66, -2.00], [3.42, 1.18, -2.81], [0.35, 1.03, -1.78], [2.38, -0.55, -5.15], [1.01, 0.57, -5.20], [0.74, -1.14, -4.81], [3.09, -2.08, -2.54], [1.41, -2.37, -2.09], [2.51, -1.58, -0.95], [4.18, 0.70, -3.43], [3.83, 1.33, -1.81], [3.20, 2.16, -3.24], [0.69, 2.07, -1.61], [-1.55, 2.89, -3.97], [-2.62, 2.82, -2.86], [-3.84, 2.01, -3.34], [-3.09, 4.26, -2.57], [-2.11, 2.31, -1.69], [-1.98, 3.18, -4.94], [-1.06, 1.92, -4.07], [-0.78, 3.61, -3.70], [-4.24, 2.40, -4.28], [-4.62, 2.05, -2.57], [-3.58, 0.96, -3.47], [-3.47, 4.76, -3.46], [-2.26, 4.83, -2.16], [-3.88, 4.23, -1.81]],
  "lowdin_charge": [0.4766, 0.0909, -0.5246, 0.0491, -0.0535, 0.0036, 0.0580, 0.0476, -0.1259, -0.5493, 0.0090, -0.0212, 0.0510, 0.1295, 0.1311, 0.0933, -0.2303, -0.0127, -0.0886, -0.0566, -0.1526, -0.0170, -0.0419, -0.1227, 0.0815, -0.1392, 0.1068, 0.0444, 0.1123, 0.0975, 0.1006, 0.1098, 0.1030, 0.0953, -0.0840, -0.1789, 0.0220, -0.1279, -0.2230, -0.0351, -0.1019, -0.1070, -0.3185, -0.0738, -0.2170, -0.0006, -0.2899, 0.0799, 0.0922, 0.0711, 0.1034, 0.0814, 0.0793, 0.0791, 0.0863, 0.0785, 0.0872, -0.2404, 0.7135, -0.2319, -0.2410, -0.3698, 0.0021, 0.0045, -0.0085, 0.0073, 0.0011, 0.0051, 0.0016, -0.0100, 0.0074, -0.0276, -0.0554, -0.7395, -0.0424, -0.0576, -0.2723, 0.0695, 0.0321, 0.0772, 0.0696, 0.0793, 0.0528, 0.0679, 0.0733, 0.0747]
}

***

Record 2
{
  "formula": "C15H18N2O3",
  "method": "ωB97M-V/def2-TZVPD",
  "e_lumo_ha": 0.00311,
  "multiplicity": 1,
  "molar_mass_g_mol": 274.32,
  "charge": 0,
  "symbols": ["C", "C", "N", "N", "C", "C", "C", "C", "C", "H", "H", "H", "H", "H", "H", "C", "C", "O", "C", "C", "C", "C", "O", "C", "C", "O", "H", "H", "H", "H", "H", "H", "H", "H", "H", "H", "H", "H"],
  "positions_angstrom": [[-0.40, -0.50, 3.63], [-1.58, -1.20, 3.67], [-2.65, -1.70, 3.70], [0.81, -1.11, 3.82], [1.97, -0.36, 3.81], [3.20, -0.96, 3.99], [3.30, -2.34, 4.19], [2.12, -3.09, 4.21], [0.89, -2.48, 4.03], [-0.41, 0.58, 3.49], [1.81, 0.71, 3.66], [4.08, -0.32, 3.97], [4.27, -2.82, 4.33], [2.12, -4.16, 4.36], [-0.05, -3.03, 4.03], [-0.83, 3.13, -3.73], [-0.90, 2.21, -4.94], [-0.46, 0.92, -4.47], [-0.58, 0.97, -3.05], [-2.02, 0.48, -2.63], [-2.16, 0.45, -1.14], [-1.06, -0.39, -0.47], [-1.29, -1.31, 0.29], [0.37, -0.01, -0.92], [0.51, 0.05, -2.41], [-0.39, 2.30, -2.64], [-0.11, 3.94, -3.87], [-1.83, 3.52, -3.49], [-1.93, 2.12, -5.30], [-0.23, 2.53, -5.74], [-2.74, 1.17, -3.09], [-2.15, -0.51, -3.08], [-2.09, 1.47, -0.75], [-3.13, 0.02, -0.87], [0.61, 0.97, -0.49], [1.05, -0.77, -0.52], [0.40, -0.94, -2.87], [1.48, 0.46, -2.70]],
  "lowdin_charge": [-0.1474, -0.3063, 0.1256, -0.0738, -0.0417, -0.0673, -0.0899, -0.0593, -0.0237, 0.1083, 0.1273, 0.1106, 0.1017, 0.1127, 0.1254, -0.1340, -0.1434, -0.0480, -0.5047, -0.0870, -0.1022, -0.3591, 0.0818, -0.1076, -0.0814, -0.0462, 0.1254, 0.1239, 0.1226, 0.1248, 0.1243, 0.1373, 0.1320, 0.1243, 0.1300, 0.1205, 0.1350, 0.1298]
}

***

Record 3
{
  "formula": "C29H26BFN5O5SeV",
  "method": "ωB97M-V/def2-TZVPD",
  "s_squared": 3.819,
  "e_lumo_ha": [-0.10878, -0.11232],
  "multiplicity": 4,
  "molar_mass_g_mol": 684.27,
  "charge": 1,
  "symbols": ["V", "F", "C", "C", "C", "C", "O", "C", "C", "N", "C", "C", "C", "C", "C", "C", "N", "C", "C", "N", "C", "C", "C", "O", "O", "H", "H", "H", "H", "H", "H", "H", "H", "H", "H", "H", "H", "H", "H", "H", "H", "H", "H", "Se", "N", "C", "C", "C", "C", "C", "C", "N", "H", "H", "H", "H", "O", "B", "O", "C", "C", "C", "C", "C", "C", "H", "H", "H", "H"],
  "positions_angstrom": [[2.16, 1.50, 0.31], [-4.20, -0.40, -0.16], [-3.10, -1.17, -0.37], [-1.88, -0.56, -0.16], [-0.68, -1.25, -0.37], [0.60, -0.61, -0.16], [0.68, 0.60, 0.25], [1.75, -1.42, -0.41], [1.61, -2.71, -0.83], [0.40, -3.32, -1.00], [0.37, -4.66, -1.49], [1.37, -5.66, -1.00], [-0.06, -5.79, -0.59], [-0.77, -2.61, -0.78], [-2.01, -3.20, -0.95], [-3.21, -2.50, -0.76], [-4.44, -3.19, -0.91], [-5.69, -2.53, -0.56], [-6.82, -3.57, -0.58], [-6.19, -4.90, -0.35], [-5.42, -5.30, -1.55], [-4.65, -4.06, -2.05], [3.16, -0.95, -0.17], [4.11, -1.60, -0.57], [3.28, 0.12, 0.54], [-1.85, 0.47, 0.15], [2.49, -3.30, -1.04], [0.08, -4.72, -2.54], [2.07, -5.36, -0.24], [1.77, -6.36, -1.72], [-0.31, -5.55, 0.43], [-0.66, -6.58, -1.01], [-2.05, -4.24, -1.21], [-5.95, -1.71, -1.25], [-5.59, -2.11, 0.44], [-7.34, -3.60, -1.54], [-7.55, -3.36, 0.20], [-6.87, -5.61, -0.09], [-5.52, -4.77, 0.42], [-6.11, -5.67, -2.31], [-4.74, -6.11, -1.28], [-5.23, -3.55, -2.83], [-3.70, -4.36, -2.49], [5.08, 2.02, 0.78], [3.60, 2.64, -0.04], [3.77, 3.95, -0.29], [2.82, 4.81, -0.86], [3.13, 6.14, -0.99], [4.37, 6.65, -0.58], [5.33, 5.84, -0.04], [5.05, 4.47, 0.13], [5.86, 3.58, 0.71], [1.86, 4.41, -1.18], [2.40, 6.82, -1.42], [4.57, 7.71, -0.70], [6.29, 6.21, 0.27], [3.09, 3.10, 2.65], [2.01, 2.71, 1.89], [1.14, 3.77, 1.71], [1.72, 4.85, 2.32], [1.31, 6.16, 2.37], [2.17, 7.05, 3.00], [3.38, 6.64, 3.55], [3.78, 5.32, 3.52], [2.92, 4.43, 2.90], [0.39, 6.50, 1.93], [1.90, 8.10, 3.04], [4.02, 7.38, 4.02], [4.72, 4.98, 3.92]],
  "lowdin_charge": [0.9086, 0.0428, -0.2042, 0.0664, -0.0558, -0.2763, -0.1412, -0.0328, 0.0258, -0.0006, -0.2684, -0.0816, -0.1003, -0.1188, 0.0406, -0.1579, -0.1109, -0.1385, -0.0873, 0.0445, -0.0801, -0.1273, -0.5487, 0.0891, -0.2183, 0.1302, 0.1375, 0.1556, 0.1097, 0.1094, 0.1114, 0.0981, 0.0925, 0.1397, 0.1347, 0.1374, 0.1400, 0.1913, 0.1911, 0.1375, 0.1367, 0.1354, 0.1247, 1.3630, -0.3378, -0.3128, -0.0067, -0.0463, -0.0559, 0.0000, -0.3615, -0.1905, 0.1260, 0.1137, 0.1109, 0.1211, 0.0901, -0.5403, 0.1503, -0.2047, 0.0084, -0.0861, -0.0817, 0.0127, -0.2053, 0.1203, 0.1029, 0.1045, 0.1238]
}

***

Record 4
{
  "formula": "C14H29F5GaO3",
  "method": "ωB97M-V/def2-TZVPD",
  "e_lumo_ha": 0.10890,
  "multiplicity": 1,
  "molar_mass_g_mol": 410.10,
  "charge": -1,
  "symbols": ["C", "C", "C", "C", "Ga", "C", "C", "C", "C", "F", "F", "C", "F", "F", "F", "O", "C", "C", "C", "O", "H", "H", "H", "H", "H", "H", "H", "H", "H", "H", "H", "H", "H", "H", "H", "H", "H", "H", "H", "H", "H", "H", "H", "C", "C", "O", "H", "H", "H", "H", "H", "H"],
  "positions_angstrom": [[-1.31, 4.05, 2.00], [-0.01, 4.01, 1.09], [-0.04, 2.93, -0.08], [-1.41, 2.86, -0.90], [0.44, 1.00, 0.49], [-0.66, 0.28, 2.10], [-2.25, 0.47, 1.97], [-2.97, -0.49, 0.92], [-2.37, -1.95, 0.83], [-2.16, -2.51, 2.12], [-1.14, -2.02, 0.13], [-3.37, -2.87, -0.05], [-2.97, -4.21, -0.09], [-4.68, -2.84, 0.40], [-3.37, -2.30, -1.35], [2.28, 0.76, 0.96], [2.84, -0.37, 0.28], [4.34, -0.69, 0.72], [4.64, -2.23, 0.97], [5.34, -0.21, -0.22], [-2.29, 3.96, 1.41], [-1.34, 3.21, 2.78], [-1.39, 5.04, 2.57], [0.07, 5.04, 0.58], [0.92, 3.93, 1.75], [0.77, 3.25, -0.84], [-1.99, 3.84, -0.91], [-2.09, 2.01, -0.54], [-1.13, 2.58, -1.98], [0.20, 0.06, -0.80], [-0.33, 0.90, 3.01], [-0.35, -0.79, 2.34], [-2.71, 0.41, 3.02], [-2.44, 1.54, 1.62], [-4.06, -0.59, 1.26], [-3.03, -0.06, -0.13], [2.22, -1.32, 0.48], [2.87, -0.19, -0.86], [4.51, -0.15, 1.71], [5.76, -2.39, 1.08], [4.29, -2.90, 0.12], [4.16, -2.58, 1.94], [4.97, 0.50, -0.77], [0.42, -2.91, -3.77], [-0.31, -1.81, -3.02], [0.45, -0.61, -3.03], [1.40, -3.09, -3.32], [-0.15, -3.84, -3.76], [0.60, -2.61, -4.81], [-0.46, -2.10, -1.98], [-1.29, -1.62, -3.47], [0.57, -0.36, -3.96]],
  "lowdin_charge": [-0.1482, -0.2931, -0.4033, -0.1785, 0.4290, -0.2593, -0.2645, -0.0953, -0.3249, 0.0567, 0.0308, -0.3755, 0.0954, 0.0950, 0.0856, -0.3178, -0.3075, -0.3845, -0.0857, -0.1012, 0.0609, 0.0629, 0.0605, 0.0912, 0.1020, 0.0802, 0.0611, 0.0392, 0.0706, 0.0051, 0.0475, 0.0484, 0.1039, 0.0728, 0.1276, 0.1257, 0.1110, 0.1139, 0.1373, 0.0721, 0.0768, 0.0754, 0.0818, -0.0962, -0.3327, -0.1247, 0.0749, 0.0680, 0.0648, 0.0812, 0.1068, 0.0768]
}